(1)
9
Properties=species:S:1:pos:R:3:forces:R:3:nbo_charge:R:1 method="wB97M-V/def2-TZVPD" gap_ev=9.37 de_lowest_ev=3.315 lumo_ev=0.287 multiplicity=1
H 1.73733 0.11143 -0.65577 -0.4 -0.1 0.3 0.36
N 1.17114 0.60734 -1.33617 3.3 -0.4 0.2 -0.67
C -0.02769 0.75114 -1.23854 -2.5 -0.5 -0.2 0.42
O -1.00289 0.32410 -0.35655 -0.2 1.1 -1.1 -0.49
C -0.70243 -0.56232 0.58640 -0.7 -3.6 2.5 -0.24
C 0.00329 -0.38002 1.69601 -1.1 -0.3 -2.2 0.65
O 0.66268 -0.46406 2.62059 1.3 0.2 2.0 -0.42
H -0.52859 1.20099 -2.05195 -0.8 0.9 -0.6 0.16
H -1.31284 -1.58860 0.73597 1.3 2.5 -0.9 0.24

(2)
18
Properties=species:S:1:pos:R:3:forces:R:3:nbo_charge:R:1 method="wB97M-V/def2-TZVPD" gap_ev="7.97 / 6.34" de_lowest_ev=0.489 lumo_ev="-0.857 / -1.164" multiplicity=1
C 1.30057 -0.14993 -2.20199 0.7 -1.9 -0.8 -0.20
C 1.46342 -1.11962 -1.17541 0.3 -1.4 -1.1 -0.22
C 0.74965 1.07900 -1.89327 0.6 -1.7 3.0 -0.22
C 1.14552 -0.84976 0.09578 -0.9 1.3 3.8 -0.19
C 0.45085 1.37973 -0.54809 0.2 -0.6 -1.5 -0.16
C 0.65806 0.41909 0.49629 -1.0 2.5 -2.6 -0.16
C 0.08189 0.85601 1.69938 -1.3 -0.6 0.1 -0.25
C -2.33457 -0.55649 1.29119 -0.4 -1.1 0.7 -0.20
Cl -2.03083 -1.48558 -0.14485 -0.2 0.7 0.2 0.06
Cl -3.65441 0.58011 1.27830 0.5 -0.2 -0.3 0.05
Cl -2.42344 -1.63492 2.70284 0.1 0.7 -0.6 0.02
Br 0.48976 -0.06364 3.22189 0.3 -0.1 1.2 0.12
H 1.60969 -0.54520 -3.20609 -0.6 1.0 0.8 0.22
H 1.72661 -2.20870 -1.30021 0.0 1.5 -0.7 0.23
H 0.45443 1.85491 -2.48542 -0.2 1.5 -2.5 0.21
H 1.09785 -1.50752 0.98500 0.6 -0.4 -1.2 0.23
H -0.02139 2.37656 -0.53257 0.2 -0.6 1.3 0.22
H -0.76365 1.57594 1.71721 1.2 -0.3 0.2 0.24

(3)
250
Properties=species:S:1:pos:R:3:forces:R:3:mulliken_charge:R:1 method="wB97M-V/def2-TZVPD" gap_ev=9.22 de_lowest_ev=2.802 lumo_ev=-0.021 multiplicity=1
C -1.15031 1.00050 -5.95895 -1.0 0.6 0.5 0.56
C -2.52513 0.93834 -5.23899 1.7 -0.1 -0.2 0.18
O -3.27972 -0.20808 -5.60838 -0.2 0.6 -0.3 -0.34
O -1.24535 1.43922 -7.31198 -0.1 -0.3 0.2 -0.66
H -0.67037 0.02551 -5.87447 0.3 0.0 0.0 -0.32
H -0.59487 1.77231 -5.42614 0.3 -0.2 0.0 0.00
H -3.01413 1.88890 -5.45205 -0.4 -0.1 0.2 0.48
H -2.31106 0.80450 -4.17863 -0.1 0.4 0.2 -0.52
H -3.76103 0.05829 -6.39515 -0.2 -0.5 -0.2 0.22
H -1.52762 0.68259 -7.83105 0.0 0.0 -0.2 0.37
C -2.19049 3.31193 7.07808 -0.1 -0.9 -0.1 -0.43
C -2.60868 1.93456 6.46187 1.1 1.5 -0.4 1.03
O -2.10808 0.85607 7.28702 -0.3 0.6 -0.2 -0.54
O -2.82013 3.39291 8.32834 0.0 0.4 0.8 -0.61
H -2.37336 4.25395 6.56112 -0.8 -0.5 -0.6 0.23
H -1.10462 3.35375 7.16313 0.4 -0.5 0.3 0.20
H -2.03854 1.88580 5.53415 -0.3 -0.3 -0.3 -0.92
H -3.68007 1.86806 6.27268 0.1 0.0 0.1 0.30
H -2.79057 0.58708 7.90625 -0.2 0.0 0.0 0.29
H -2.41124 2.70568 8.85949 -0.1 0.0 0.3 0.34
C 7.35752 -2.90778 2.38062 0.1 -1.0 0.2 -0.93
C 6.05759 -2.20112 2.85470 0.3 0.2 -0.6 1.12
O 6.33235 -1.13025 3.72792 0.3 0.1 -0.1 -0.61
O 8.31648 -2.08485 1.69000 -1.1 0.9 0.2 -0.51
H 7.09921 -3.75242 1.74190 -0.3 0.0 -0.2 0.34
H 7.86753 -3.35070 3.23608 -0.1 0.1 0.4 0.47
H 5.32485 -2.82747 3.36351 0.6 -0.6 0.1 0.27
H 5.46824 -1.84136 2.01129 0.2 0.1 -0.4 -0.83
H 6.99002 -0.64358 3.22572 0.3 0.6 0.3 0.40
H 9.13565 -2.55401 1.51548 -0.2 -0.3 0.2 0.32
C 2.08915 -2.30206 4.78522 -1.2 0.6 -1.2 -1.00
C 2.12857 -1.84663 3.29892 -0.1 0.5 1.1 1.78
O 1.59703 -0.51638 3.22024 0.1 -0.2 0.8 1.28
O 0.72692 -2.59180 5.14306 1.1 -1.0 -0.1 -0.72
H 2.42015 -1.50839 5.45501 0.5 0.2 -0.2 0.18
H 2.75863 -3.15069 4.92573 -0.4 -0.3 0.1 0.49
H 1.48955 -2.46961 2.67311 0.3 -0.5 0.2 -0.25
H 3.16296 -1.87156 2.95612 0.1 0.0 -0.3 -1.29
H 1.73380 -0.20851 2.32128 -0.1 0.2 -0.5 -1.15
H 0.22527 -1.77963 5.04142 -0.3 0.3 0.2 0.30
C -7.11455 1.85685 -5.60645 0.5 0.5 1.8 -0.51
C -6.52613 3.03081 -4.77446 -1.2 -0.9 -0.6 -0.37
O -5.60404 2.44386 -3.88239 0.1 0.3 -0.3 -0.04
O -7.60496 0.87001 -4.66392 -0.4 0.5 -1.3 -0.58
H -6.29442 1.53399 -6.24774 -0.1 -0.6 -0.1 0.10
H -7.96158 2.19193 -6.20509 0.0 -0.1 0.0 0.41
H -7.36018 3.49871 -4.25147 -0.1 0.1 0.3 0.27
H -6.08620 3.80047 -5.40864 0.3 -0.1 -0.2 0.40
H -5.04071 3.16600 -3.59469 0.5 0.1 0.5 0.07
H -6.90179 0.37921 -4.23233 0.5 0.2 -0.1 0.34
C -5.00423 -3.83515 -3.73350 -1.2 1.3 -0.7 -0.56
C -4.91942 -2.35909 -4.16277 0.1 -2.1 -1.0 0.51
O -6.09967 -1.72104 -3.80921 -0.5 1.6 1.0 -0.33
O -6.02568 -4.57418 -4.49342 1.7 0.1 0.4 -0.58
H -5.27803 -3.70548 -2.68645 0.0 -0.9 0.3 0.43
H -4.00677 -4.25603 -3.86009 -0.4 -0.6 -0.1 0.12
H -4.76686 -2.30285 -5.24057 0.2 0.1 -0.1 0.19
H -4.03351 -1.94935 -3.67761 -0.4 0.5 0.2 -0.42
H -6.89271 -2.11413 -4.18093 0.2 -0.2 -0.3 0.27
H -6.91575 -4.22708 -4.39904 0.2 0.2 0.4 0.33
C -6.52300 1.44820 4.24214 0.3 -0.7 0.1 -0.83
C -7.18728 0.36761 3.38929 -1.3 0.3 0.9 0.27
O -7.35300 -0.86970 4.08347 1.0 0.0 0.5 -0.61
O -5.11281 1.33155 4.15332 -0.1 -0.2 0.7 0.14
H -6.75234 1.42045 5.30738 -0.3 -0.3 -0.1 0.36
H -6.85882 2.41792 3.87475 0.1 0.2 -0.2 0.41
H -6.58952 0.33257 2.47849 -0.2 -0.4 -0.2 -0.29
H -8.21304 0.69507 3.21994 0.0 0.4 -0.7 0.58
H -7.85588 -1.51556 3.58190 0.1 0.3 -0.3 0.29
H -4.87421 1.63617 3.27475 0.5 0.5 -0.5 0.20
C -0.52059 0.06673 -0.02067 -1.9 0.3 -0.9 -0.04
C 0.85289 -0.51488 -0.26397 -1.0 0.2 -0.8 0.53
O 1.74477 0.20399 0.49021 1.6 -0.3 1.6 3.04
O -0.77620 1.29980 -0.79539 1.6 -1.1 0.8 3.06
H -0.73885 0.30488 1.02036 0.7 -0.1 0.3 -0.16
H -1.33312 -0.61859 -0.26200 0.1 -0.4 -0.4 -1.08
H 1.13038 -0.53223 -1.31791 -0.2 0.6 -0.5 -0.92
H 0.91826 -1.58663 -0.07637 -0.2 0.0 0.9 -0.06
H 1.93118 1.07944 0.14315 -0.1 0.5 -0.7 -1.74
H -1.72148 1.46673 -0.78189 -0.6 -0.2 -0.2 -0.76
C 0.53474 4.18572 1.82232 -0.1 -0.3 0.3 -0.10
C -0.38086 4.43790 3.02116 -0.4 -0.6 -1.9 -0.97
O -0.96674 3.22151 3.48117 -0.1 1.0 -0.2 1.12
O -0.19061 3.64453 0.67556 0.8 1.2 0.7 0.44
H 1.37172 3.53778 2.08259 0.0 -0.3 0.0 -0.28
H 0.99288 5.14756 1.59192 -0.2 0.0 -0.7 0.63
H -1.19671 4.99499 2.56057 -0.2 0.3 0.4 0.25
H 0.11775 5.09398 3.73464 0.0 -0.4 0.5 0.45
H -0.29038 2.72610 3.94884 0.4 -0.4 0.6 -0.31
H -0.40650 2.72430 0.84342 0.0 -0.3 0.0 -1.00
C -1.77378 -3.73464 -1.16705 0.3 0.0 0.1 0.52
C -1.32983 -4.24802 0.22785 1.2 0.3 1.0 -1.11
O -1.11604 -3.21524 1.24658 -1.0 0.7 -1.2 -0.03
O -0.66770 -3.26010 -1.99399 -0.6 -0.2 1.5 -0.09
H -2.57616 -3.00923 -1.03262 0.4 0.7 0.2 -0.67
H -2.29968 -4.47098 -1.77477 0.2 -0.8 0.4 0.56
H -0.33807 -4.69492 0.29705 0.0 -0.6 -1.3 0.31
H -1.99911 -4.99330 0.65766 -0.5 0.1 -0.5 0.43
H -1.12141 -3.63521 2.10983 0.1 -0.1 0.1 0.08
H -1.01144 -2.79408 -2.75967 -0.3 0.2 -0.4 -0.31
C 2.52441 2.96693 -2.20681 -1.8 -0.5 -0.3 -1.13
C 1.79953 1.97293 -3.19879 -0.1 1.4 0.5 0.40
O 0.36733 2.10270 -3.10757 1.5 -0.2 0.0 -0.32
O 2.09431 2.70235 -0.83720 1.1 -0.6 -1.0 0.73
H 2.15814 3.96769 -2.43577 0.4 0.1 -0.2 0.40
H 3.60483 2.89433 -2.33139 0.0 0.0 0.4 0.33
H 2.12489 0.96785 -2.93035 -0.1 -0.2 -0.2 -0.49
H 2.01015 2.21512 -4.24046 0.6 -0.1 0.0 0.68
H 0.25764 1.74387 -2.22394 -1.4 0.0 0.7 -0.52
H 1.36885 3.28730 -0.60667 -0.5 0.2 0.1 -0.47
C 8.16359 1.07873 -2.92512 -1.0 0.0 -2.1 -0.52
C 6.78474 1.62690 -3.34240 0.3 0.8 0.9 0.02
O 6.29532 2.40410 -2.25867 -0.4 0.6 -1.0 -0.47
O 7.97360 0.31427 -1.76819 0.9 0.5 0.6 -0.48
H 8.95580 1.81615 -2.79581 -0.4 0.3 0.1 0.41
H 8.45466 0.45853 -3.77289 0.5 -0.5 0.1 0.29
H 6.11011 0.85819 -3.71931 -0.1 -0.8 0.9 -0.33
H 6.77175 2.24807 -4.23799 0.8 0.6 0.2 0.50
H 5.97024 1.89776 -1.51065 0.0 -0.5 0.2 0.28
H 8.62028 0.61399 -1.12510 -0.2 -0.2 0.3 0.26
C 4.38092 -1.37539 -0.80647 0.4 -1.4 0.8 1.37
C 5.87302 -1.80859 -0.54383 -2.1 0.6 -0.3 -0.94
O 6.56336 -1.76324 -1.75613 -0.3 -0.7 0.1 -0.70
O 4.28808 -0.04774 -1.19033 0.3 1.5 -0.7 2.14
H 3.71826 -1.43008 0.05724 0.2 -0.6 0.4 -0.95
H 3.96562 -1.99985 -1.59746 0.0 -0.3 0.0 -0.50
H 5.93806 -2.80364 -0.10367 -0.1 0.0 0.1 -0.35
H 6.25199 -1.05234 0.14361 0.3 -0.2 0.3 0.77
H 6.97180 -0.89576 -1.70854 0.6 0.1 -0.6 0.34
H 4.16153 -0.04555 -2.14195 0.2 0.2 -0.4 -1.02
C -4.36384 0.55078 -1.71136 -1.1 -0.9 -0.6 -0.23
C -4.59785 -0.64921 -0.82288 0.1 0.4 0.8 -0.01
O -5.32760 -0.34007 0.36362 0.5 0.9 -0.4 -0.64
O -3.47126 1.54850 -1.25489 0.0 -0.4 0.5 1.74
H -5.34313 0.96652 -1.94853 0.0 0.3 0.2 0.19
H -4.02426 0.12094 -2.65371 0.3 0.0 -0.3 -0.57
H -3.64508 -1.08965 -0.52903 0.3 -0.2 -0.1 -0.71
H -5.18765 -1.36306 -1.39790 0.2 -0.1 -0.3 0.96
H -5.73088 -1.16210 0.65210 -0.3 -0.4 0.3 0.15
H -3.42486 2.18559 -1.97153 -0.1 0.6 0.0 -0.85
C 3.34773 -5.41750 1.69367 1.1 -0.5 0.4 -0.47
C 4.88717 -5.48280 1.84181 -1.7 0.8 -0.2 -0.08
O 5.27276 -6.80502 2.06390 0.9 -0.4 -0.2 -0.57
O 2.95805 -4.09565 1.43461 -0.1 0.0 0.4 0.57
H 2.96155 -5.85104 2.61617 -0.4 0.5 0.3 0.37
H 2.98539 -6.08074 0.90822 0.4 -0.1 -0.2 0.29
H 5.26319 -4.94923 2.71475 -0.6 0.7 0.1 0.36
H 5.32983 -4.99606 0.97276 0.2 -0.2 -0.4 -0.15
H 6.09204 -6.59349 2.51737 0.4 -1.3 0.2 0.41
H 2.61268 -4.10075 0.53890 -0.2 0.3 -0.5 -0.52
C -1.77881 5.43568 -1.75407 0.0 0.0 -0.1 0.49
C -2.41369 4.67138 -2.93686 -1.1 1.1 0.5 -0.34
O -3.76288 4.26725 -2.62141 0.2 -0.5 0.2 -0.54
O -2.56691 6.55333 -1.28196 -0.5 -0.6 -0.7 -0.67
H -0.85722 5.89537 -2.11109 0.4 -0.6 0.1 0.40
H -1.65462 4.79433 -0.88152 0.5 -0.4 -0.4 -0.48
H -1.88966 3.76975 -3.25397 0.4 0.2 0.2 -0.05
H -2.55709 5.35872 -3.77059 0.7 0.0 -0.3 0.50
H -4.19607 5.07220 -2.32817 -0.2 0.1 0.3 0.28
H -2.38526 6.58422 -0.33981 -0.2 0.2 0.1 0.36
C 2.64973 -1.21581 -4.35908 0.2 -0.7 -0.7 0.33
C 2.81838 -2.17727 -5.54055 0.2 0.2 2.1 -0.35
O 3.07443 -1.49124 -6.68334 0.2 1.2 -2.9 -0.57
O 3.92818 -0.62708 -4.02859 -1.0 -0.1 -0.1 -0.39
H 2.29905 -1.73681 -3.46819 0.0 0.2 0.0 -0.40
H 1.91250 -0.51247 -4.74626 0.0 0.6 0.6 0.47
H 1.87315 -2.67011 -5.76804 0.2 -0.6 0.5 -0.08
H 3.67604 -2.79899 -5.28368 -0.2 -0.8 0.0 0.47
H 3.59988 -0.68925 -6.63519 0.1 -0.2 0.4 0.31
H 4.19680 -0.11501 -4.79490 0.2 0.2 0.1 0.18
C -2.90507 -1.55202 3.60685 -0.9 0.8 0.6 -0.95
C -1.69575 -0.59378 3.79037 -1.0 0.3 -0.2 2.46
O -1.14763 -0.59721 5.11435 -0.1 -0.6 -0.8 -1.01
O -4.05887 -1.21762 4.42240 1.6 -1.6 0.9 -0.57
H -2.48214 -2.53277 3.82446 -0.6 -0.3 0.6 0.36
H -3.42010 -1.64508 2.65072 1.3 0.4 -0.9 -0.05
H -2.02126 0.44081 3.68187 -0.1 0.2 -0.9 -0.57
H -0.88570 -0.85406 3.10907 -0.1 0.1 -0.1 -0.38
H -1.81311 -0.16787 5.65694 0.0 -0.1 0.9 0.14
H -4.41232 -0.34931 4.21574 -0.1 0.7 -0.3 0.21
C -0.93189 -3.01706 -5.75668 -1.4 -2.0 -0.2 -0.19
C -1.94021 -3.79877 -6.68501 0.7 0.2 0.7 -0.83
O -2.71831 -2.84765 -7.37457 -0.2 0.1 -0.4 -0.51
O -1.62736 -2.31105 -4.71279 1.3 -0.6 -0.6 0.62
H -0.25602 -2.48106 -6.42302 -0.4 0.9 0.1 0.26
H -0.26502 -3.73976 -5.28647 -0.2 -0.1 0.3 0.27
H -2.66285 -4.47647 -6.23048 0.3 0.0 1.2 0.33
H -1.44148 -4.47682 -7.37757 0.7 0.3 -0.2 0.47
H -3.46744 -3.38491 -7.64244 -0.4 0.6 -0.4 0.32
H -2.15089 -1.62825 -5.13858 -0.6 0.5 -0.3 -0.51
C -3.80581 3.35745 1.21653 0.5 0.1 -0.4 1.11
C -4.00916 4.52405 2.15979 1.1 -0.3 -1.2 -1.13
O -3.59948 4.28300 3.47018 -0.8 -0.2 0.4 -0.52
O -4.41744 2.23845 1.73915 -1.1 -1.3 0.5 -0.45
H -2.76161 3.09282 1.05006 0.5 0.5 0.2 -0.61
H -4.20112 3.59624 0.22921 -0.2 0.3 -0.1 0.23
H -5.04834 4.83479 2.05188 0.1 0.4 0.5 0.45
H -3.26545 5.21836 1.76874 -0.6 1.1 -0.5 0.28
H -2.79711 3.76699 3.36277 0.5 -0.4 0.6 -0.08
H -4.33893 1.49626 1.13533 -0.2 -0.3 -0.3 -0.29
C 1.36308 1.39554 6.09266 -1.1 -0.6 2.0 0.19
C 2.09628 2.60903 6.61618 0.1 0.2 0.6 -0.97
O 3.35475 2.69564 6.01431 1.0 -0.3 -1.3 -0.50
O 0.62871 1.65554 4.94573 0.4 1.0 -1.5 0.71
H 0.60468 1.08604 6.81179 0.0 0.4 0.8 0.36
H 1.94204 0.47227 6.07066 0.8 0.4 -0.7 -0.34
H 2.27924 2.56673 7.68988 -0.5 -0.5 0.3 0.44
H 1.54618 3.53664 6.45792 -0.5 -0.1 -0.3 0.39
H 3.88351 3.44033 6.31001 -0.2 0.1 0.1 0.27
H 0.23624 0.83582 4.63649 0.0 -0.6 0.0 -0.60
C -5.73235 -3.73918 1.84595 -0.5 -0.8 -0.8 -0.25
C -5.10405 -4.81070 0.95574 -0.3 0.4 -1.0 0.22
O -6.15006 -5.53736 0.24913 0.6 0.3 1.1 -0.60
O -6.45424 -2.76348 1.04567 0.8 -0.2 0.8 -0.54
H -4.98850 -3.25797 2.48095 0.0 0.4 -0.4 0.06
H -6.40158 -4.25302 2.53603 -0.3 0.1 0.0 0.43
H -4.39568 -5.42493 1.51165 -0.4 -0.5 0.4 0.46
H -4.49137 -4.37137 0.16852 0.1 0.6 0.0 -0.30
H -5.71388 -6.22149 -0.26402 -0.1 -0.1 -0.1 0.32
H -7.29695 -3.10984 0.74322 0.1 -0.3 0.0 0.27
C 2.43198 -4.73007 -2.47662 -0.7 0.9 0.7 0.20
C 3.90556 -5.05736 -2.25051 0.4 -0.9 0.2 -0.20
O 4.06312 -6.23704 -1.42801 -1.0 0.2 0.1 -0.61
O 1.81384 -4.15167 -1.28655 1.5 -1.2 0.0 0.09
H 1.88357 -5.58121 -2.88023 0.0 -0.6 0.6 0.51
H 2.22044 -3.97879 -3.23750 1.0 0.2 -0.4 -0.42
H 4.48627 -4.26269 -1.78216 -0.4 0.4 -0.1 -0.09
H 4.39364 -5.33647 -3.18431 -0.3 0.6 -0.5 0.47
H 4.99501 -6.38637 -1.25227 0.1 0.1 0.0 0.31
H 0.92398 -3.86076 -1.49899 -0.5 0.2 -0.3 -0.08
C 4.66194 5.94485 1.79578 -0.2 0.8 0.9 -0.01
C 6.16322 6.05187 1.61086 -0.2 -1.2 1.0 -0.47
O 6.81598 4.78067 1.85276 0.0 0.4 -0.3 -0.58
O 4.01523 5.62680 0.59917 -0.4 -0.5 -0.5 -0.61
H 4.21124 6.87900 2.13092 0.3 0.5 -0.2 0.47
H 4.40153 5.26556 2.60747 0.2 -0.5 -0.1 -0.10
H 6.60178 6.65053 2.40921 0.0 0.5 -0.5 0.38
H 6.30128 6.39692 0.58618 0.5 0.3 0.1 0.24
H 6.35827 4.08053 1.38170 -0.1 0.0 -0.3 0.29
H 4.17726 4.69107 0.45858 -0.2 -0.5 -0.3 0.16
C 4.03027 1.78107 2.62540 -0.5 -1.8 -0.4 1.54
C 5.25183 1.74222 1.69569 -1.2 0.8 0.9 -0.44
O 4.91964 2.27416 0.43309 0.9 1.1 -0.4 0.44
O 3.63677 2.99511 3.22544 0.8 0.2 -0.8 -0.70
H 4.14393 0.94208 3.31190 0.3 0.3 0.8 0.65
H 3.20496 1.38379 2.03452 -0.3 0.2 -0.4 -1.23
H 5.60356 0.71485 1.60137 0.0 -0.2 0.1 -1.07
H 6.02452 2.35428 2.16091 0.3 0.0 -0.3 0.91
H 4.25875 1.73907 -0.01245 -0.2 -0.4 0.1 -0.80
H 3.20058 2.79251 4.05628 0.1 -0.1 0.5 0.06

Values of E, in order: -8741.8159, -115999.1890, -156644.7395, all in eV.